# 1
Formula: C4H34NO13
Source: the OMol25 dataset
Level of theory: the ωB97M-V functional and the def2-TZVPD basis

Element x y z (Å)
1 C 1.69 -0.63 -1.58
2 C 0.49 0.15 -1.08
3 C -0.40 -0.58 -0.12
4 C -0.15 0.03 1.33
5 O 1.19 0.24 1.62
6 N -0.36 0.65 -2.18
7 H 2.39 -0.62 -0.73
8 H 2.45 -0.15 -2.20
9 H 1.61 -1.69 -1.79
10 H 0.92 1.09 -0.72
11 H -0.21 -1.62 0.15
12 H -1.46 -0.54 -0.37
13 H -0.56 -0.61 2.12
14 H -0.65 1.00 1.45
15 H -0.02 1.29 -2.87
16 H -1.05 0.01 -2.55
17 H 1.91 3.60 -1.58
18 H 1.66 2.29 -2.13
19 O 1.91 3.17 -2.45
20 H -0.07 2.14 3.18
21 H 1.17 1.45 3.71
22 O 0.66 2.26 3.78
23 H -1.49 2.27 -0.62
24 H -1.30 3.36 0.48
25 O -1.81 2.57 0.24
26 H -1.23 -2.26 2.17
27 H 0.07 -2.67 2.84
28 O -0.73 -3.03 2.44
29 H -2.75 0.96 0.60
30 H -4.24 1.17 0.38
31 O -3.62 0.56 0.75
32 H -2.40 -2.08 -2.52
33 H -2.09 -2.95 -3.71
34 O -1.65 -2.49 -2.98
35 H 0.01 3.97 2.78
36 H 0.55 3.64 1.42
37 O -0.16 4.18 1.86
38 H 2.62 -2.33 1.27
39 H 2.51 -0.94 1.88
40 O 3.12 -1.71 1.81
41 H 2.45 2.63 1.59
42 H 1.45 1.50 1.16
43 O 1.80 2.50 0.90
44 H 1.08 -4.90 1.29
45 H 0.46 -3.55 1.07
46 O 1.09 -4.17 0.67
47 H -3.64 -0.59 -0.96
48 H -3.37 -0.13 -2.45
49 O -3.76 -0.81 -1.90
50 H 0.43 -3.26 -3.02
51 H 0.89 -1.99 -3.71
52 O 1.17 -2.89 -3.50

Computed properties:
largest force on an atom = 0.0607 hartree/bohr
total charge = -1
gap between HOMO and LUMO = 0.2974 Ha
energy above the lowest of the compared OMol25 structures with the same formula, charge and spin = 2.268 eV
LUMO energy = 2.518 eV

Atom charges from the Mulliken analysis, given in e for atoms 1 to 8: -2.14 1.53 1.04 -0.91 -0.57 -0.42 0.33 0.29

# 2
Formula: C4H34O16
Source: the OMol25 dataset
Level of theory: the ωB97M-V functional and the def2-TZVPD basis

Element x y z (Å)
1 O -1.33 1.10 -0.85
2 C -0.07 0.96 -0.64
3 O 0.78 2.08 -0.68
4 C 0.60 -0.20 0.00
5 C 1.94 -0.62 -0.65
6 C 2.26 -2.08 -0.30
7 O 2.22 -2.81 -1.53
8 H 0.45 2.94 -0.94
9 H 0.77 -0.03 1.09
10 H -0.01 -1.09 0.00
11 H 2.71 0.08 -0.32
12 H 1.79 -0.58 -1.73
13 H 1.60 -2.46 0.50
14 H 3.22 -2.12 0.22
15 H 2.71 -3.63 -1.41
16 H -1.10 -0.39 2.43
17 H -2.09 -1.47 2.38
18 O -1.25 -1.25 1.94
19 H 1.96 2.59 2.21
20 H 1.00 2.61 1.06
21 O 1.34 3.19 1.78
22 H -2.92 -0.93 -0.88
23 H -2.28 -1.16 0.48
24 O -2.73 -1.63 -0.25
25 H 3.00 -1.02 2.86
26 H 3.02 -0.19 1.57
27 O 3.50 -0.34 2.39
28 H -1.44 0.05 -2.60
29 H -0.82 0.42 -3.91
30 O -1.10 -0.37 -3.42
31 H -0.08 -4.21 1.57
32 H -0.33 -2.96 2.41
33 O 0.00 -3.86 2.46
34 H -3.70 0.67 1.16
35 H -2.67 1.81 1.40
36 O -3.19 1.11 1.83
37 H 1.93 1.26 -4.05
38 H 2.13 2.40 -3.06
39 O 1.45 1.92 -3.54
40 H -0.35 -3.09 -0.91
41 H -1.72 -3.69 -0.57
42 O -0.78 -3.85 -0.51
43 H -0.51 3.32 2.20
44 H -1.88 3.49 1.60
45 O -1.45 3.09 2.38
46 H 0.48 -1.14 -3.74
47 H 1.75 -1.73 -3.46
48 O 1.39 -1.13 -4.14
49 H -0.75 1.54 2.90
50 H -0.21 0.84 4.17
51 O -0.17 0.82 3.21
52 H -2.49 4.01 -1.09
53 H -2.33 2.52 -0.52
54 O -2.58 3.46 -0.31

Computed properties:
largest force on an atom = 0.0343 hartree/bohr
total charge = -1
gap between HOMO and LUMO (alpha / beta) = 0.1453 / 0.3247 Ha
multiplicity = 2
LUMO energy (alpha / beta) = 2.736 / 2.670 eV

Atom charges from the Mulliken analysis, given in e for atoms 1 to 8: -0.99 -0.10 -0.75 2.32 -0.88 -0.22 -0.47 0.30

# 3
Formula: C4H36O13
Source: the OMol25 dataset
Level of theory: the ωB97M-V functional and the def2-TZVPD basis

Element x y z (Å)
1 C 0.33 -3.69 -0.41
2 C 0.28 -2.14 -0.57
3 C -1.09 -1.34 -0.50
4 C -0.51 0.04 -0.93
5 H -0.51 -4.11 -0.87
6 H 0.43 -3.93 0.65
7 H 1.27 -3.85 -1.01
8 H 0.55 -2.00 -1.68
9 H 1.05 -1.84 0.15
10 H -1.35 -1.37 0.57
11 H -1.87 -1.92 -1.02
12 H -1.35 0.77 -1.02
13 H -0.10 0.15 -1.93
14 H 0.19 0.59 -0.26
15 H 3.55 -1.25 0.65
16 H 3.81 -2.58 0.51
17 O 3.59 -2.03 1.19
18 H 2.28 2.16 -0.83
19 H 1.70 3.71 -1.18
20 O 1.53 2.77 -1.09
21 H -2.91 1.22 -2.68
22 H -3.02 2.75 -2.40
23 O -2.39 2.04 -2.80
24 H 0.56 -0.65 1.70
25 H 1.89 -0.99 1.64
26 O 1.38 -0.23 1.56
27 H 3.89 -0.24 -1.60
28 H 2.74 0.25 -0.76
29 O 3.23 -0.53 -0.96
30 H 1.84 -0.40 -3.18
31 H 3.05 -1.24 -3.68
32 O 2.26 -1.32 -3.16
33 H 0.06 2.64 0.25
34 H -1.00 3.23 -0.44
35 O -0.74 3.27 0.41
36 H 0.06 0.91 -3.29
37 H 0.58 0.34 -4.59
38 O 0.70 0.59 -3.72
39 H -1.19 1.40 2.84
40 H -1.23 2.52 1.75
41 O -1.63 2.14 2.54
42 H -3.59 -1.91 2.82
43 H -3.78 -0.46 2.33
44 O -3.68 -0.92 3.16
45 H 1.41 0.13 3.89
46 H 1.35 1.62 4.09
47 O 0.87 0.80 4.09
48 H -0.94 -0.41 2.99
49 H -0.81 -1.90 2.86
50 O -1.20 -1.18 2.39
51 H -3.51 3.46 0.43
52 H -3.94 2.22 0.90
53 O -4.11 2.73 0.17

Computed properties:
largest force on an atom = 0.1870 hartree/bohr
gap between HOMO and LUMO = 0.3552 Ha
energy above the lowest of the compared OMol25 structures with the same formula, charge and spin = 5.874 eV
LUMO energy = -0.162 eV

Atom charges from the Mulliken analysis, given in e for atoms 1 to 8: -1.58 1.29 -0.51 0.89 0.41 0.33 0.33 0.00

# 4
Formula: C4H37F5O17P
Source: the OMol25 dataset
Level of theory: the ωB97M-V functional and the def2-TZVPD basis

Element x y z (Å)
1 F -2.72 -0.58 -1.40
2 C -3.37 0.15 -0.49
3 F -4.36 -0.63 -0.03
4 F -3.97 1.15 -1.16
5 C -2.45 0.63 0.66
6 F -2.17 1.95 0.38
7 F -3.26 0.67 1.78
8 P -0.82 -0.41 1.07
9 O -0.14 0.05 -0.47
10 C 0.78 -0.94 -0.86
11 C 1.59 -1.14 0.39
12 O 0.64 -1.34 1.41
13 H -1.42 -1.56 0.45
14 H -1.38 -0.73 2.34
15 H -0.28 0.81 1.62
16 H 0.24 -1.87 -1.09
17 H 1.35 -0.62 -1.73
18 H 2.13 -0.21 0.61
19 H 2.30 -1.97 0.35
20 O -2.82 -1.58 -4.46
21 H -2.51 -1.38 -3.56
22 H -3.17 -0.74 -4.78
23 O -3.37 4.74 1.01
24 H -3.98 4.48 0.32
25 H -2.75 4.00 1.04
26 O 3.07 0.18 -3.27
27 H 2.93 0.72 -4.05
28 H 3.78 -0.43 -3.48
29 O 0.92 -3.97 2.21
30 H 1.34 -4.00 3.07
31 H 0.69 -3.02 2.07
32 O 2.50 2.85 -3.85
33 H 2.99 2.64 -3.05
34 H 2.10 3.71 -3.68
35 O 0.51 -3.23 -3.13
36 H -0.25 -3.10 -3.70
37 H 0.90 -4.07 -3.41
38 O -2.38 -3.35 -3.04
39 H -2.60 -3.72 -2.18
40 H -3.22 -3.13 -3.46
41 O 0.82 -4.18 5.21
42 H 1.51 -4.28 5.87
43 H 0.21 -4.91 5.37
44 O 0.94 5.11 -2.49
45 H 1.16 5.89 -1.98
46 H 0.42 4.56 -1.89
47 O -0.89 7.46 -2.30
48 H -1.65 6.92 -2.06
49 H -0.54 7.03 -3.09
50 O 0.96 -1.18 6.16
51 H 0.50 -1.94 5.77
52 H 1.89 -1.44 6.09
53 O 2.84 0.09 4.22
54 H 3.28 0.91 4.46
55 H 2.17 -0.04 4.90
56 O 3.95 -2.28 5.89
57 H 3.94 -1.80 5.05
58 H 4.55 -3.02 5.76
59 O -4.16 -2.14 2.57
60 H -3.82 -1.33 2.97
61 H -4.74 -1.82 1.88
62 O 3.33 4.09 -6.35
63 H 2.73 3.65 -6.95
64 H 3.22 3.63 -5.51

Computed properties:
largest force on an atom = 0.0261 hartree/bohr
total charge = -1
gap between HOMO and LUMO = 0.2570 Ha
energy above the lowest of the compared OMol25 structures with the same formula, charge and spin = 0.000 eV
LUMO energy = 2.168 eV

Atom charges from the Mulliken analysis, given in e for atoms 1 to 8: -0.18 0.54 -0.29 -0.31 0.70 -0.35 -0.31 0.29

# 5
Formula: C4H38Br3F3NO16PSi
Source: the OMol25 dataset
Level of theory: the ωB97M-V functional and the def2-TZVPD basis

Element x y z (Å)
1 C 0.92 -2.71 1.01
2 C 1.71 -1.46 0.63
3 Br 3.50 -2.02 0.03
4 C 1.07 -0.63 -0.49
5 Br 0.85 -1.63 -2.14
6 Si -0.54 0.25 -0.03
7 Br -0.64 0.34 2.23
8 P -2.53 -0.49 -0.83
9 N -3.52 -0.74 0.56
10 O -2.38 -2.03 -1.40
11 C -0.36 2.11 -0.56
12 F 0.94 2.52 -0.50
13 F -0.80 2.36 -1.81
14 F -1.05 2.94 0.28
15 H 1.22 -3.55 0.39
16 H -0.16 -2.53 0.96
17 H 1.15 -2.97 2.04
18 H 1.91 -0.81 1.48
19 H 1.79 0.16 -0.73
20 H -3.56 0.08 1.14
21 H -3.19 -1.54 1.10
22 H -1.92 -2.63 -0.80
23 O 5.38 -4.89 1.43
24 H 6.06 -5.16 0.80
25 H 5.14 -4.00 1.16
26 O 1.34 -3.00 4.45
27 H 2.11 -3.35 4.92
28 H 0.77 -2.65 5.15
29 O -6.28 -1.08 -1.34
30 H -5.68 -1.55 -1.92
31 H -5.80 -1.03 -0.50
32 O -3.68 3.35 1.80
33 H -3.60 3.63 2.72
34 H -2.84 3.63 1.40
35 O 5.29 0.37 1.30
36 H 5.98 0.15 0.67
37 H 5.02 1.26 1.03
38 O 7.75 -6.18 0.08
39 H 8.42 -6.62 -0.46
40 H 8.14 -6.10 0.95
41 O -1.61 -0.42 -4.36
42 H -1.63 -1.16 -3.75
43 H -2.05 0.29 -3.88
44 O 4.66 1.64 4.22
45 H 3.71 1.66 4.10
46 H 4.96 1.00 3.56
47 O -2.06 2.81 -5.23
48 H -1.50 2.40 -5.90
49 H -1.52 2.81 -4.44
50 O -7.21 -2.01 1.23
51 H -7.68 -1.95 0.39
52 H -7.32 -1.15 1.63
53 O -4.30 0.54 -4.16
54 H -3.77 0.33 -4.94
55 H -4.55 1.47 -4.30
56 O -4.62 1.75 -0.54
57 H -4.27 2.25 0.21
58 H -4.79 2.42 -1.22
59 O -3.74 6.11 0.45
60 H -3.98 5.35 1.01
61 H -4.14 5.92 -0.40
62 O 3.78 3.05 1.27
63 H 3.98 3.58 2.06
64 H 3.54 3.70 0.60
65 O 6.28 1.66 -1.11
66 H 5.85 1.64 -1.97
67 H 6.04 2.52 -0.75

Computed properties:
largest force on an atom = 0.0323 hartree/bohr
gap between HOMO and LUMO = 0.3077 Ha
LUMO energy = -0.251 eV

Atom charges from the Mulliken analysis, given in e for atoms 1 to 8: -0.86 -0.32 -0.10 -0.37 -0.01 0.03 -0.35 0.31

# 6
Formula: C4H38NO13
Source: the OMol25 dataset
Level of theory: the ωB97M-V functional and the def2-TZVPD basis

Element x y z (Å)
1 C 0.35 2.19 0.13
2 C -0.39 1.44 -0.89
3 C 0.16 1.96 -2.24
4 C -0.85 1.58 -3.45
5 N -0.21 -0.05 -0.65
6 H 0.00 3.23 0.49
7 H 1.49 2.36 -0.15
8 H 0.44 1.54 1.06
9 H -1.46 1.76 -0.78
10 H 0.21 3.01 -2.27
11 H 1.14 1.44 -2.40
12 H -0.70 0.49 -3.60
13 H -1.92 1.82 -3.18
14 H -0.32 2.11 -4.20
15 H -0.45 -0.58 -1.48
16 H 0.71 -0.37 -0.49
17 H -0.81 -0.28 0.18
18 H 3.55 0.47 -2.49
19 H 4.29 -0.42 -3.50
20 O 3.70 -0.47 -2.69
21 H -2.47 2.33 1.56
22 H -1.94 3.70 1.78
23 O -2.35 3.08 1.11
24 H -2.25 -3.38 3.07
25 H -1.02 -2.51 2.98
26 O -1.47 -3.23 2.52
27 H -4.67 0.75 1.42
28 H -5.04 -0.72 1.17
29 O -4.50 -0.03 0.91
30 H 4.13 2.58 -1.66
31 H 2.62 2.19 -1.13
32 O 3.45 1.87 -1.57
33 H -0.48 -0.59 4.41
34 H -1.57 -0.68 3.43
35 O -1.15 -1.33 4.06
36 H 5.35 -0.83 -0.32
37 H 4.84 -0.78 1.11
38 O 4.99 -1.33 0.51
39 H -3.22 0.98 3.10
40 H -2.90 0.02 1.79
41 O -2.52 0.45 2.64
42 H 1.67 -0.44 2.06
43 H 0.93 -1.67 2.64
44 O 0.77 -0.73 2.35
45 H 2.25 -4.28 0.63
46 H 3.43 -3.20 0.48
47 O 2.43 -3.38 0.69
48 H -3.94 0.52 -1.19
49 H -3.44 0.55 -2.49
50 O -3.31 1.00 -1.67
51 H 2.59 -0.97 -1.22
52 H 2.19 -2.25 -0.45
53 O 1.83 -1.40 -0.96
54 H -1.41 -3.11 0.35
55 H -1.34 -3.69 -0.94
56 O -1.43 -2.72 -0.56

Computed properties:
largest force on an atom = 0.2570 hartree/bohr
total charge = +2
gap between HOMO and LUMO (alpha / beta) = 0.3677 / 0.0897 Ha
energy above the lowest of the compared OMol25 structures with the same formula, charge and spin = 0.000 eV
multiplicity = 2
LUMO energy (alpha / beta) = -6.008 / -13.491 eV

Atom charges from the Mulliken analysis, given in e for atoms 1 to 8: -0.48 0.95 -0.96 -1.20 0.32 0.28 -0.12 0.08

# 7
Formula: C4H38O16
Source: the OMol25 dataset
Level of theory: the ωB97M-V functional and the def2-TZVPD basis

Element x y z (Å)
1 C -0.34 -3.96 -0.87
2 O -0.87 -3.52 0.33
3 C 0.34 -2.94 -1.85
4 C 0.72 -1.69 -1.17
5 C -0.34 -0.81 -0.58
6 O 0.07 0.40 -1.11
7 H 0.34 -4.93 -0.67
8 H -1.24 -4.43 -1.51
9 H -0.45 -2.64 0.66
10 H -0.27 -2.69 -2.80
11 H 1.19 -3.41 -2.26
12 H 1.31 -1.00 -1.86
13 H 1.47 -1.84 -0.32
14 H -0.33 -0.63 0.50
15 H -1.39 -0.90 -0.98
16 H -0.64 1.04 -0.71
17 H -2.53 3.19 1.41
18 H -1.77 3.45 2.43
19 O -2.03 3.92 1.62
20 H 1.69 0.77 -0.31
21 H 2.49 2.09 0.00
22 O 2.02 1.35 0.40
23 H -3.91 1.10 1.42
24 H -2.58 0.41 1.73
25 O -3.03 1.24 1.60
26 H -0.66 1.18 -3.67
27 H 0.21 0.36 -2.71
28 O 0.01 0.44 -3.66
29 H -3.25 -1.78 -1.21
30 H -3.27 -0.23 -1.60
31 O -3.67 -0.83 -0.91
32 H 1.85 -1.94 2.27
33 H 1.68 -3.22 1.46
34 O 1.32 -2.46 1.73
35 H 4.28 -0.89 1.94
36 H 3.28 -0.23 1.01
37 O 3.62 -1.02 1.20
38 H 0.44 -0.15 2.01
39 H 0.36 1.32 2.45
40 O -0.17 0.46 2.43
41 H 4.27 1.15 -0.42
42 H 3.79 1.51 -1.95
43 O 4.06 1.81 -1.06
44 H -1.81 -0.63 -3.00
45 H -1.71 -0.48 -4.48
46 O -2.10 -1.02 -3.83
47 H -1.12 -1.98 2.53
48 H -1.36 -0.65 3.31
49 O -1.70 -1.23 2.58
50 H -2.57 1.67 -0.46
51 H -1.62 2.81 -0.67
52 O -2.01 2.01 -1.14
53 H 2.85 2.04 2.46
54 H 2.15 3.09 3.39
55 O 2.65 2.26 3.37
56 H -0.47 4.07 1.00
57 H 0.43 4.91 0.12
58 O 0.35 4.05 0.41

Computed properties:
largest force on an atom = 0.1312 hartree/bohr
gap between HOMO and LUMO = 0.3550 Ha
energy above the lowest of the compared OMol25 structures with the same formula, charge and spin = 3.380 eV
LUMO energy = -0.025 eV

Atom charges from the Mulliken analysis, given in e for atoms 1 to 8: -0.36 -0.51 -0.96 0.17 2.36 -0.17 0.21 0.28

# 8
Formula: C4H39NO14S
Source: the OMol25 dataset
Level of theory: the ωB97M-V functional and the def2-TZVPD basis

Element x y z (Å)
1 C -1.20 2.24 1.70
2 C -1.68 2.31 0.24
3 S -0.82 3.58 -0.74
4 C 0.03 1.33 1.93
5 N -0.36 -0.09 1.78
6 C 0.58 -0.98 2.49
7 H -1.03 3.21 2.16
8 H -1.98 1.84 2.32
9 H -2.74 2.57 0.28
10 H -1.50 1.32 -0.26
11 H 0.46 3.43 -0.32
12 H 0.80 1.63 1.18
13 H 0.44 1.49 2.91
14 H -0.39 -0.36 0.80
15 H 0.52 -0.79 3.60
16 H 1.65 -0.88 2.18
17 H 0.26 -2.04 2.38
18 H 4.33 2.20 2.56
19 H 3.39 2.07 1.32
20 O 3.58 1.71 2.23
21 H -3.34 -1.90 1.63
22 H -3.15 -1.76 0.12
23 O -3.22 -2.40 0.83
24 H -1.86 0.46 -2.83
25 H -1.40 1.88 -3.32
26 O -1.37 0.95 -3.52
27 H 1.38 -3.49 -0.84
28 H -0.06 -3.80 -0.18
29 O 0.42 -3.65 -1.05
30 H -1.57 -0.94 -1.46
31 H -2.93 -1.26 -2.28
32 O -2.54 -0.63 -1.66
33 H 2.80 -1.87 -1.04
34 H 3.36 -2.60 0.16
35 O 2.91 -2.77 -0.69
36 H -2.04 -0.41 2.58
37 H -3.24 0.17 3.36
38 O -2.94 -0.61 2.86
39 H -3.41 0.58 -0.66
40 H -3.68 0.66 0.83
41 O -3.79 1.14 0.00
42 H 0.28 -0.94 -2.25
43 H 0.08 -2.20 -1.25
44 O -0.05 -1.18 -1.38
45 H 2.87 1.41 -0.74
46 H 3.95 2.54 -0.93
47 O 3.21 2.30 -0.39
48 H 3.99 0.06 1.72
49 H 3.85 -0.44 0.34
50 O 4.18 -0.71 1.16
51 H -1.44 -4.73 1.37
52 H -1.78 -3.27 1.12
53 O -1.02 -3.88 1.21
54 H 0.22 0.45 -3.70
55 H 1.27 -0.45 -4.44
56 O 1.07 -0.09 -3.56
57 H 1.48 -0.35 -0.90
58 H 2.25 -0.06 -2.22
59 O 2.42 -0.14 -1.24

Computed properties:
largest force on an atom = 0.0513 hartree/bohr
gap between HOMO and LUMO = 0.3327 Ha
energy above the lowest of the compared OMol25 structures with the same formula, charge and spin = 0.000 eV
LUMO energy = 0.074 eV

Atom charges from the Mulliken analysis, given in e for atoms 1 to 8: -1.16 0.44 -0.24 0.45 0.33 -0.71 0.37 0.21